{
  "formula": "ClH2NO2S",
  "method": "ωB97M-V/def2-TZVPD",
  "gap_ev": 10.148,
  "multiplicity": 1,
  "relative_energy_kcal_mol": 40.6,
  "symbols": ["Cl", "S", "O", "O", "N", "H", "H"],
  "xyz": [[2.19, -0.16, -0.81], [0.92, 0.86, 0.61], [0.04, 1.83, -0.11], [-0.08, -0.48, 1.00], [-1.05, -0.94, 0.09], [-0.39, -1.05, -0.77], [-1.63, -0.06, 0.00]]
}

---

{
  "formula": "ClH2NO2Si",
  "method": "ωB97M-V/def2-TZVPD",
  "gap_ev": 9.596,
  "multiplicity": 1,
  "relative_energy_kcal_mol": 41.5,
  "smiles": "O=[N+]([O-])[SiH2]Cl",
  "symbols": ["Cl", "Si", "O", "O", "N", "H", "H"],
  "xyz": [[-1.86, 1.66, -0.77], [0.26, 0.70, 0.13], [-0.17, -1.75, 1.11], [-0.06, -1.61, -1.08], [0.11, -1.15, 0.02], [0.70, 0.98, 1.49], [1.01, 1.17, -0.91]]
}

---

{
  "formula": "ClH2NO2Si",
  "method": "ωB97M-V/def2-TZVPD",
  "gap_ev": [6.616, 5.750],
  "multiplicity": 1,
  "relative_energy_kcal_mol": 107.1,
  "symbols": ["Cl", "Si", "O", "O", "N", "H", "H"],
  "xyz": [[-3.21, -0.64, -0.51], [-0.03, 0.09, -0.57], [1.72, -0.94, 1.28], [1.47, 1.17, 1.13], [1.20, 0.04, 0.75], [-1.03, 1.22, -0.56], [-0.12, -0.95, -1.52]]
}

---

{
  "formula": "ClH2O2PS",
  "method": "ωB97M-V/def2-TZVPD",
  "gap_ev": [6.089, 8.174],
  "multiplicity": 3,
  "relative_energy_kcal_mol": 39.8,
  "symbols": ["Cl", "S", "P", "O", "O", "H", "H"],
  "xyz": [[1.58, 0.73, -1.47], [0.08, -0.29, -2.23], [0.63, 0.06, 1.11], [-0.57, 0.92, 1.61], [0.10, -1.14, 0.47], [-1.52, 0.78, 1.56], [-0.30, -1.07, -1.07]]
}

---

{
  "formula": "ClH2O2PS2",
  "method": "ωB97M-V/def2-TZVPD",
  "gap_ev": 9.028,
  "multiplicity": 1,
  "relative_energy_kcal_mol": 4.5,
  "smiles": "OP(O)(=S)SCl",
  "symbols": ["Cl", "S", "S", "P", "O", "O", "H", "H"],
  "xyz": [[-0.43, 2.64, 1.61], [1.76, 0.81, -0.96], [-0.51, 0.64, 1.69], [0.27, -0.07, -0.19], [0.64, -1.61, 0.22], [-1.07, -0.11, -1.10], [-0.81, 0.00, -2.01], [0.15, -2.29, 0.74]]
}

---

{
  "formula": "ClH2PS3",
  "method": "ωB97M-V/def2-TZVPD",
  "gap_ev": [9.217, 6.833],
  "multiplicity": 3,
  "relative_energy_kcal_mol": 0.0,
  "symbols": ["Cl", "S", "S", "S", "P", "H", "H"],
  "xyz": [[1.41, 1.78, 0.75], [-1.21, -2.48, 1.54], [1.96, -0.41, -1.47], [-0.83, 1.29, -1.73], [0.54, 0.38, -0.42], [-0.26, -2.75, 2.35], [-1.61, 2.19, -1.02]]
}